(1)
C5H5N as an isolated structure. Source: OMol25; level of theory: ωB97M-V with the def2-TZVPD basis set.

Geometry as XYZ:
```
11
Properties=species:S:1:pos:R:3:forces:R:3:nbo_charge:R:1
C -0.1385 -0.5721 -0.7081 -0.2 -0.2 -0.5 -0.07
C -0.7697 -0.1800 0.6759 -0.3 0.0 0.2 -0.37
C -1.9072 0.4904 0.0653 0.2 0.0 0.3 -0.05
N 0.6524 0.6978 -0.8032 0.1 0.1 -0.2 -0.33
C 1.2657 -0.4782 -0.2454 0.3 -0.2 0.0 -0.12
C 0.6316 0.4658 0.6888 0.1 0.3 0.3 -0.10
H -0.5571 -1.1032 -1.5543 0.1 0.2 0.0 0.24
H -0.9897 -0.9923 1.3764 0.2 0.1 -0.2 0.22
H -1.5160 1.4514 -0.3286 -0.2 -0.2 0.0 0.11
H 2.2269 -0.8619 -0.5536 -0.2 -0.1 0.2 0.24
H 1.1057 1.1551 1.3804 -0.1 0.0 -0.2 0.23
```
Positions in Å, forces in eV/Å.

Calculated values
- energy above the lowest of the compared OMol25 structures with the same formula, charge and spin (eV) = 7.395
- energy (hartree) = -248.0033
- HOMO (hartree) = -0.31878
- total charge = 0
- max |F| (eV Å⁻¹) = 0.65
- orbital gap (eV) = 8.68

---

(2)
C22H24Cl2NOPV as an isolated structure. Source: OMol25; level of theory: ωB97M-V with the def2-TZVPD basis set.

Geometry as XYZ:
```
52
Properties=species:S:1:pos:R:3:forces:R:3:lowdin_spin:R:1
V -2.0215 0.4917 0.6427 -0.2 0.0 -0.6 2.83
N -2.6265 -1.0397 -0.8127 -0.2 0.2 0.1 0.01
C -1.6328 -2.0644 -1.1326 0.1 -0.2 -0.1 0.01
C -2.0362 -3.1934 -1.8314 0.1 -0.1 0.0 0.00
C -1.0965 -4.1458 -2.1958 -0.1 0.1 0.0 0.00
C 0.2448 -3.9623 -1.8830 0.0 0.0 0.0 0.00
C 0.6404 -2.8369 -1.1863 0.0 0.0 0.0 0.00
C -0.2980 -1.8830 -0.7820 0.0 -0.2 -0.1 0.00
P 0.1850 -0.4113 0.1405 0.2 0.0 0.1 0.02
C 1.4392 0.3979 -0.8728 0.0 0.0 0.0 0.00
C 1.0155 0.9825 -2.0669 -0.1 0.0 0.0 0.00
C 1.9343 1.5568 -2.9257 0.1 0.0 0.0 0.00
C 3.2849 1.5595 -2.5920 -0.1 0.0 0.0 0.00
C 3.7104 0.9764 -1.4092 0.0 0.0 -0.1 0.00
C 2.7931 0.3899 -0.5502 -0.1 0.0 0.1 0.00
C 0.9885 -0.9437 1.6728 0.0 0.1 0.0 0.00
C 1.5122 0.0597 2.4965 0.0 0.0 0.0 0.00
C 2.0713 -0.2637 3.7224 0.0 0.0 0.0 0.00
C 2.0977 -1.5894 4.1428 0.0 0.0 0.0 0.00
C 1.5741 -2.5843 3.3313 0.0 0.0 0.1 0.00
C 1.0227 -2.2660 2.0985 -0.1 0.0 0.0 0.00
H -3.4917 -1.5236 -0.5676 0.0 0.1 0.0 0.00
H -2.8537 -0.5444 -1.6775 0.0 0.0 0.1 0.00
H -3.0761 -3.3250 -2.1030 0.0 0.0 0.0 0.00
H -1.4100 -5.0248 -2.7390 0.0 0.0 0.0 0.00
H 0.9763 -4.6971 -2.1861 0.0 0.0 0.0 0.00
H 1.6870 -2.6911 -0.9492 0.0 0.0 0.0 0.00
H -0.0350 0.9647 -2.3445 0.0 0.0 0.0 0.00
H 1.6060 1.9947 -3.8581 0.0 0.0 0.0 0.00
H 4.0042 2.0088 -3.2616 0.0 0.0 0.0 0.00
H 4.7609 0.9691 -1.1561 0.0 0.0 0.0 0.00
H 3.1409 -0.0726 0.3634 0.0 0.0 0.0 0.00
H 1.5141 1.0958 2.1709 0.0 0.0 0.0 0.00
H 2.4965 0.5129 4.3420 0.0 0.0 0.0 0.00
H 2.5369 -1.8439 5.0968 0.0 0.0 0.0 0.00
H 1.6020 -3.6150 3.6523 0.0 -0.1 0.0 0.00
H 0.6181 -3.0546 1.4783 0.0 0.0 0.0 0.00
Cl -2.4228 -0.9395 2.6372 -0.1 -0.1 0.2 0.02
C -1.8219 0.3865 3.6798 0.1 0.0 0.1 0.02
Cl -1.6580 1.8731 2.6858 0.0 0.0 0.2 0.02
H -0.8274 0.1100 4.0255 -0.1 0.0 0.0 0.00
H -2.5542 0.5759 4.4614 0.2 0.0 -0.1 0.00
C -3.0043 3.9211 -1.9114 0.1 0.0 0.0 0.00
C -2.0703 3.1796 -1.0229 0.0 0.1 -0.1 0.02
C -0.8459 3.8690 -0.5317 0.0 0.0 0.0 0.00
O -2.3359 2.0180 -0.6864 -0.1 -0.1 0.1 0.03
H -2.4571 4.3871 -2.7318 0.0 0.0 0.0 0.00
H -3.4412 4.7450 -1.3386 0.0 0.0 0.0 0.00
H -3.7937 3.2773 -2.2859 0.0 0.0 0.0 0.00
H -1.1533 4.7132 0.0929 0.0 0.0 0.0 0.00
H -0.2955 4.3019 -1.3685 0.0 0.0 0.0 0.00
H -0.1975 3.1973 0.0262 0.0 0.0 0.0 0.00
```
Positions in Å, forces in eV/Å.

Calculated values
- energy above the lowest of the compared OMol25 structures with the same formula, charge and spin (eV) = 0.061
- energy (hartree) = -3187.9987
- ⟨S²⟩ = 3.7622
- HOMO (alpha / beta) (hartree) = -0.53291 / -0.52975
- total charge = +2
- max |F| (eV Å⁻¹) = 0.67
- multiplicity = 4
- orbital gap (alpha / beta) (eV) = 8.48 / 8.49

---

(3)
C4H8InNO4 as an isolated structure. Source: OMol25; level of theory: ωB97M-V with the def2-TZVPD basis set.

Geometry as XYZ:
```
18
Properties=species:S:1:pos:R:3:forces:R:3:nbo_charge:R:1
In 12.8541 -1.1445 25.9648 0.1 0.2 0.0 1.07
O 15.8141 -4.2686 24.0441 -0.9 1.9 1.9 -0.54
C 15.3596 -3.1255 24.5264 0.3 -1.0 -1.8 0.91
O 15.6051 -2.8106 25.7035 -0.6 1.1 0.2 -0.38
O 14.6458 -2.2938 23.8929 0.0 0.2 0.6 -0.35
H 16.0275 -4.4993 24.9879 1.1 -2.3 -0.8 0.52
C 16.6541 0.4449 23.4686 0.8 1.5 -0.6 -0.75
C 15.3100 0.9938 23.8480 0.9 0.9 -0.2 0.67
O 14.8139 0.8591 24.9672 -0.6 -0.8 0.2 -0.47
N 14.6528 1.8566 22.9988 0.6 -1.4 0.8 -0.34
C 14.9041 2.0418 21.6134 -0.5 1.5 -0.5 -0.47
H 17.0919 1.0313 22.6540 -0.7 -0.5 -0.8 0.27
H 16.6928 -0.6161 23.2541 0.1 0.0 0.3 0.27
H 17.4140 0.8429 24.1495 -0.4 -0.9 1.1 0.30
H 13.8226 2.2380 23.4468 -0.1 0.3 -0.3 0.44
H 14.3132 2.9278 21.3684 -0.1 -0.2 -0.4 0.27
H 14.5816 1.2211 20.9568 -0.1 -0.2 0.2 0.29
H 15.9340 2.2994 21.3600 0.2 -0.4 0.4 0.27
```
Positions in Å, forces in eV/Å.

Calculated values
- energy above the lowest of the compared OMol25 structures with the same formula, charge and spin (eV) = 1.488
- energy (hartree) = -702.2026
- HOMO (hartree) = -0.65272
- total charge = +2
- max |F| (eV Å⁻¹) = 2.83
- orbital gap (eV) = 3.25

---

What did the third record say?
C4H8InNO4 as an isolated structure. Source: OMol25; level of theory: ωB97M-V with the def2-TZVPD basis set.

Geometry as XYZ:
```
18
Properties=species:S:1:pos:R:3:forces:R:3:nbo_charge:R:1
In 12.8541 -1.1445 25.9648 0.1 0.2 0.0 1.07
O 15.8141 -4.2686 24.0441 -0.9 1.9 1.9 -0.54
C 15.3596 -3.1255 24.5264 0.3 -1.0 -1.8 0.91
O 15.6051 -2.8106 25.7035 -0.6 1.1 0.2 -0.38
O 14.6458 -2.2938 23.8929 0.0 0.2 0.6 -0.35
H 16.0275 -4.4993 24.9879 1.1 -2.3 -0.8 0.52
C 16.6541 0.4449 23.4686 0.8 1.5 -0.6 -0.75
C 15.3100 0.9938 23.8480 0.9 0.9 -0.2 0.67
O 14.8139 0.8591 24.9672 -0.6 -0.8 0.2 -0.47
N 14.6528 1.8566 22.9988 0.6 -1.4 0.8 -0.34
C 14.9041 2.0418 21.6134 -0.5 1.5 -0.5 -0.47
H 17.0919 1.0313 22.6540 -0.7 -0.5 -0.8 0.27
H 16.6928 -0.6161 23.2541 0.1 0.0 0.3 0.27
H 17.4140 0.8429 24.1495 -0.4 -0.9 1.1 0.30
H 13.8226 2.2380 23.4468 -0.1 0.3 -0.3 0.44
H 14.3132 2.9278 21.3684 -0.1 -0.2 -0.4 0.27
H 14.5816 1.2211 20.9568 -0.1 -0.2 0.2 0.29
H 15.9340 2.2994 21.3600 0.2 -0.4 0.4 0.27
```
Positions in Å, forces in eV/Å.

Calculated values
- energy above the lowest of the compared OMol25 structures with the same formula, charge and spin (eV) = 1.488
- energy (hartree) = -702.2026
- HOMO (hartree) = -0.65272
- total charge = +2
- max |F| (eV Å⁻¹) = 2.83
- orbital gap (eV) = 3.25